Computed, not measured: a molecular structure, C3HI3O at a distorted geometry, with ωB97M-V with the def2-TZVPD basis set.

Each line ends with the Löwdin charge.
CARTESIAN COORDINATES (ANGSTROEM)
C -0.765 0.781 0.338  -0.454
C -1.818 1.240 -0.061  -0.714
C 0.400 0.333 1.007  -1.281
O 1.796 -1.766 -1.021  -0.611
I -3.344 1.502 -1.334  0.853
I 0.403 -0.308 3.052  0.724
I 1.973 0.015 -0.143  1.533
H 1.354 -1.796 -1.837  -0.049

The calculation puts the energy relative to the best compared isomer or geometry (same formula, charge and spin) at 3.1659 eV. For the HOMO energy (spin up / spin down), the calculation gives -7.87 / -7.87 eV. For the LUMO energy (spin up / spin down), the calculation gives -0.9 / -0.9 eV. Its spin multiplicity is 1. For the HOMO-LUMO gap (spin up / spin down), the calculation gives 6.923 / 6.926 eV.

=====

Computed, not measured: a molecular structure, C31H61Br2Cl5CsFLiN2O16P2S at a distorted geometry, with ωB97M-V with the def2-TZVPD basis set.

Each line ends with the Löwdin charge.
CARTESIAN COORDINATES (ANGSTROEM)
C 2.951 0.573 -0.352  -0.103
C 1.347 0.880 -0.719  -0.210
C 1.246 2.227 -1.640  -0.166
C 1.403 3.433 -0.492  -0.224
O 1.828 3.370 0.771  0.001
N 0.865 4.605 -1.269  0.054
C 0.194 4.264 -2.572  -0.696
Cl -1.225 5.367 -3.164  0.553
C 1.230 4.454 -3.873  -0.229
C 2.133 5.857 -3.747  -0.135
O 1.615 7.013 -3.259  -0.135
C -0.239 2.672 -2.269  -0.548
Cl -0.384 2.087 -4.063  0.624
C -1.541 2.515 -1.285  -0.489
Br -2.204 3.967 -0.009  0.590
C -2.375 1.250 -1.189  -0.565
C -2.091 -0.086 -2.080  -0.143
Br -3.987 1.146 0.059  0.531
H 3.515 1.514 0.054  0.082
H 3.449 0.208 -1.369  0.079
H 2.944 -0.351 0.372  0.077
H 0.984 -0.115 -1.257  0.108
H 0.735 0.964 0.292  0.123
H 2.139 2.087 -2.388  0.156
H 1.268 5.549 -1.124  0.145
H 2.019 3.592 -3.959  0.035
H 0.617 4.605 -4.887  0.082
H 3.259 5.932 -4.120  0.044
H -0.996 -0.490 -2.070  0.084
H -2.773 -0.971 -1.671  0.083
H -2.419 0.113 -3.205  0.080
Li -3.587 1.737 2.791  0.772
C 3.299 -1.909 3.426  -0.151
C 2.078 -0.983 3.284  -0.618
O 1.434 -1.359 2.192  -0.348
H 3.979 -1.826 2.568  0.047
H 3.870 -1.636 4.322  0.040
H 3.006 -2.961 3.533  0.052
H 2.486 0.039 3.327  0.064
H 1.554 -1.047 4.251  0.063
C -2.383 3.817 -6.449  -0.316
S -3.872 4.827 -6.631  0.817
O -4.922 3.971 -7.276  -0.864
C -3.202 5.919 -7.909  -0.474
H -2.583 3.032 -5.716  0.049
H -2.121 3.360 -7.406  -0.035
H -1.559 4.440 -6.093  0.047
H -2.890 5.333 -8.776  -0.283
H -2.352 6.475 -7.506  0.093
H -3.983 6.622 -8.209  0.082
O -1.085 -4.173 -2.839  -0.219
P -0.929 -5.705 -2.997  0.800
O -2.163 -5.817 -4.107  -0.255
C -2.213 -4.945 -5.225  -0.305
C -1.447 -5.531 -6.392  -0.083
O -1.799 -6.052 -1.624  -0.249
C -1.428 -5.401 -0.415  -0.292
C -2.511 -4.410 -0.033  -0.073
O -0.755 -7.417 -3.173  -0.276
C -1.882 -8.288 -3.201  -0.299
C -1.888 -9.028 -4.525  -0.071
H -1.838 -3.948 -4.989  0.096
H -3.264 -4.831 -5.501  0.118
H -0.408 -5.733 -6.114  0.079
H -1.462 -4.844 -7.243  0.074
H -1.892 -6.479 -6.707  0.066
H -0.455 -4.908 -0.514  0.111
H -1.333 -6.164 0.362  0.120
H -2.689 -3.685 -0.835  0.056
H -2.241 -3.866 0.875  0.084
H -3.461 -4.927 0.135  0.076
H -2.829 -7.760 -3.055  0.110
H -1.777 -9.001 -2.378  0.123
H -1.757 -8.341 -5.365  0.055
H -2.821 -9.581 -4.662  0.079
H -1.054 -9.737 -4.569  0.077
C 4.448 3.670 -6.110  -1.495
Cl 4.762 3.851 -4.376  0.611
Cl 5.905 3.117 -6.952  0.523
Cl 3.106 2.547 -6.386  0.492
H 4.167 4.647 -6.513  0.025
C 8.188 2.020 -4.334  -0.051
C 9.179 1.436 -3.363  -0.493
O 9.584 0.281 -3.481  0.041
C 9.656 2.320 -2.242  -0.028
H 7.933 1.269 -5.089  0.075
H 7.275 2.308 -3.805  0.058
H 8.626 2.886 -4.836  0.085
H 8.809 2.622 -1.621  0.090
H 10.160 3.200 -2.652  0.085
H 10.368 1.767 -1.621  0.082
O -1.004 -0.925 6.632  -0.219
P -0.903 -0.717 8.162  0.797
O -2.450 -0.120 8.285  -0.258
C -3.540 -0.805 7.687  -0.301
C -4.123 -1.819 8.649  -0.083
O -0.090 0.727 8.029  -0.256
C 1.070 0.768 7.208  -0.302
C 0.775 1.598 5.973  -0.083
O -0.789 -0.485 9.873  -0.280
C -1.263 0.703 10.502  -0.306
C -2.338 0.322 11.503  -0.066
H -3.261 -1.290 6.752  0.092
H -4.299 -0.058 7.444  0.116
H -3.359 -2.531 8.975  0.075
H -4.945 -2.366 8.177  0.071
H -4.510 -1.322 9.543  0.060
H 1.400 -0.241 6.939  0.101
H 1.874 1.234 7.785  0.114
H -0.086 1.201 5.423  0.065
H 1.637 1.621 5.302  0.072
H 0.518 2.624 6.254  0.069
H -1.648 1.436 9.788  0.107
H -0.420 1.167 11.023  0.116
H -3.079 -0.345 11.054  0.066
H -2.848 1.209 11.888  0.079
H -1.899 -0.221 12.346  0.074
N -7.545 -1.237 9.685  -0.662
O -7.245 -1.325 8.483  -0.100
O -6.896 -1.869 10.535  -0.085
O -8.493 -0.516 10.038  -0.091
Cs -3.593 3.833 -9.178  1.738
F 4.807 6.295 -3.525  -0.744

For the HOMO energy, the calculation gives -3.22 eV. For the LUMO energy, the calculation gives -1.2 eV. The net charge is -1. Its spin multiplicity is 1. For the HOMO-LUMO gap, the calculation gives 1.969 eV.

=====

Computed, not measured: 4 unconnected molecules or ions with the total composition C16H20F12O8 at a distorted geometry, with ωB97M-V with the def2-TZVPD basis set.

Each line ends with the Löwdin charge.
CARTESIAN COORDINATES (ANGSTROEM)
C -11.409 -14.293 29.243  -0.039
C -11.457 -13.866 30.735  -0.188
O -10.353 -14.303 31.488  -0.012
C -10.213 -15.628 31.874  -0.304
O -10.966 -16.520 31.523  0.152
C -8.926 -15.994 32.620  -0.512
F -9.142 -16.396 33.877  0.178
F -8.298 -17.041 31.980  0.129
F -8.085 -14.963 32.554  0.160
H -11.283 -15.374 29.178  0.069
H -10.756 -13.742 28.566  0.081
H -12.396 -14.195 28.791  0.060
H -12.283 -14.257 31.329  0.130
H -11.381 -12.780 30.790  0.126
C -13.343 -14.520 26.133  -0.048
C -11.931 -15.062 25.979  -0.230
O -11.943 -16.336 26.550  0.007
C -10.887 -17.150 26.513  -0.355
O -9.971 -17.048 25.727  0.157
C -10.918 -18.344 27.487  -0.526
F -9.767 -18.301 28.208  0.154
F -12.002 -18.259 28.205  0.198
F -10.959 -19.533 26.810  0.145
H -13.358 -13.518 25.706  0.082
H -13.708 -14.528 27.161  0.069
H -14.010 -15.069 25.468  0.083
H -11.188 -14.450 26.491  0.111
H -11.552 -15.187 24.965  0.131
C -5.384 -15.164 30.275  -0.050
C -4.829 -16.482 29.854  -0.200
O -5.539 -16.991 28.705  0.025
C -5.329 -16.547 27.454  -0.314
O -4.401 -15.806 27.052  0.112
C -6.263 -17.232 26.441  -0.547
F -7.037 -18.190 27.038  0.135
F -7.028 -16.341 25.798  0.168
F -5.580 -17.867 25.531  0.194
H -5.733 -14.564 29.435  0.090
H -4.701 -14.566 30.879  0.088
H -6.217 -15.362 30.950  0.055
H -4.963 -17.278 30.586  0.127
H -3.740 -16.507 29.812  0.121
C -0.080 -18.758 27.387  -0.042
C -1.354 -18.041 26.837  -0.204
O -2.402 -18.975 26.672  -0.006
C -2.629 -19.639 25.494  -0.319
O -1.857 -19.632 24.560  0.159
C -3.866 -20.582 25.515  -0.512
F -4.717 -20.339 26.542  0.145
F -4.577 -20.427 24.363  0.135
F -3.545 -21.866 25.478  0.180
H 0.849 -18.284 27.071  0.075
H -0.122 -19.803 27.079  0.079
H -0.077 -18.715 28.476  0.066
H -1.006 -17.593 25.906  0.117
H -1.754 -17.192 27.391  0.117

The calculation puts the energy relative to the best compared isomer or geometry (same formula, charge and spin) at 2.2015 eV. For the HOMO energy, the calculation gives -11.15 eV. For the LUMO energy, the calculation gives 0.4 eV. As for the SMILES: CCOC(=O)C(F)(F)F.CCOC(=O)C(F)(F)F.CCOC(=O)C(F)(F)F.CCOC(=O)C(F)(F)F. Its spin multiplicity is 1. For the HOMO-LUMO gap, the calculation gives 11.547 eV.